(1)
{"formula": "C2H8N", "method": "wB97M-V/def2-TZVPD", "de_lowest_kj_mol": 462.4, "gap_ev": [8.22, 10.12], "charge": 1, "symbols": ["C", "C", "N", "H", "H", "H", "H", "H", "H", "H", "H"], "coordinates": [[1.091, 1.141, -1.208], [-1.002, -0.003, 0.207], [-0.354, -1.147, 1.055], [1.841, 0.323, -1.474], [0.306, 1.448, -1.963], [1.347, 1.758, -0.290], [-1.395, -0.135, -0.742], [-1.277, 0.843, 0.802], [0.486, -0.865, 1.418], [-0.078, -1.870, 0.310], [-0.966, -1.492, 1.884]]}

(2)
{"formula": "C2H8N2", "method": "wB97M-V/def2-TZVPD", "de_lowest_kj_mol": 77.1, "spin_multiplicity": 2, "gap_ev": [2.71, 6.51], "charge": -1, "symbols": ["N", "H", "H", "H", "C", "C", "N", "H", "H", "H", "H", "H"], "coordinates": [[2.156, -3.219, -1.642], [2.187, -3.416, -0.646], [1.321, -3.705, -1.953], [2.917, -3.779, -2.038], [-1.673, 2.213, 0.746], [-0.162, 0.442, 0.784], [-0.549, 1.564, 0.173], [-2.419, 1.512, 1.174], [-1.372, 2.922, 1.571], [-2.207, 2.826, 0.008], [-0.822, -0.198, 1.396], [0.784, 0.006, 0.524]]}

(3)
{"formula": "C2H8N2", "method": "wB97M-V/def2-TZVPD", "de_lowest_kj_mol": 90.5, "gap_ev": 10.51, "charge": 0, "symbols": ["N", "H", "H", "H", "C", "C", "N", "H", "H", "H", "H", "H"], "coordinates": [[-2.179, 1.531, -2.213], [-1.758, 1.192, -1.343], [-1.909, 2.509, -2.232], [-1.623, 1.046, -2.904], [0.639, -1.278, 0.196], [1.256, -0.114, 2.176], [1.002, -0.072, 0.950], [1.502, -1.949, 0.262], [0.548, -0.943, -0.833], [-0.314, -1.708, 0.495], [1.447, -1.037, 2.734], [1.388, 0.823, 2.713]]}

(4)
{"formula": "C2H8N2", "method": "wB97M-V/def2-TZVPD", "de_lowest_kj_mol": 59.5, "gap_ev": 10.14, "charge": 0, "symbols": ["C", "C", "N", "N", "H", "H", "H", "H", "H", "H", "H", "H"], "coordinates": [[0.254, 0.442, -0.642], [-0.283, -0.396, 0.521], [-1.089, -1.465, 0.013], [0.989, 1.571, -0.252], [0.740, -0.147, -1.418], [-0.643, 0.982, -1.205], [0.583, -0.849, 1.035], [-0.905, 0.246, 1.098], [-1.494, -2.061, 0.727], [-0.419, -2.011, -0.435], [0.520, 2.354, 0.232], [1.748, 1.334, 0.326]]}